Below is a molecular structure, C16H26AlN6O6 at a distorted geometry, with properties calculated with the ωB97M-V functional and the def2-TZVPD basis.

The geometry in XYZ format:
```
55
Properties=species:S:1:pos:R:3:forces:R:3
O -0.689524 -0.590227 -3.611823 6.325 -0.374 2.748
H -0.100768 -0.872731 -4.297507 0.123 -0.352 -1.292
Al 0.644972 0.088509 0.567617 -0.264 -2.497 -1.631
N 1.854112 -1.009572 -0.642048 -2.133 -2.732 -0.184
N -0.308957 -1.730769 0.535893 1.118 -1.668 -2.460
N 1.283686 1.907672 0.322543 -1.250 2.708 -1.257
N -0.797262 1.093556 1.430472 -2.045 2.496 -0.582
O 2.515964 -0.370039 -1.539950 1.597 0.944 -0.487
O 2.246436 2.171852 -0.635845 -0.457 0.010 1.171
O -1.995539 0.528913 1.807918 1.184 0.691 0.039
O -1.538749 -1.897230 0.907249 -0.607 0.292 0.979
C 0.257922 -2.689649 -0.255917 -1.797 1.694 2.720
C 1.467651 -2.301053 -0.888100 2.048 2.956 0.509
C 0.405211 2.887455 0.588671 3.493 -1.540 -0.524
C -0.782143 2.422925 1.254227 -0.923 -3.111 1.614
C 2.255928 -3.168866 -1.802993 0.002 0.027 -0.310
H 1.764584 -3.344812 -2.772467 0.140 -0.006 0.165
H 2.415904 -4.143763 -1.328093 -0.039 0.102 -0.179
H 3.224136 -2.695520 -1.983649 -0.164 -0.059 -0.073
C -0.418199 -4.001183 -0.438107 0.003 -0.279 -0.135
H -1.328135 -3.933214 -1.053391 0.164 0.082 0.239
H -0.714322 -4.376850 0.547703 -0.130 -0.005 -0.207
H 0.252839 -4.728306 -0.911241 -0.164 0.175 0.125
C 0.696039 4.316780 0.309595 -0.274 0.182 -0.449
C -1.868235 3.316995 1.739331 -0.359 0.118 -0.157
H 1.398656 4.412212 -0.524182 -0.143 -0.035 0.227
H 1.148625 4.771971 1.203292 -0.086 -0.121 -0.174
H -0.225101 4.866502 0.084185 0.276 -0.062 0.040
H -2.788439 2.752934 1.917188 0.277 0.052 -0.021
H -2.086222 4.127376 1.033773 0.120 -0.195 0.132
H -1.562677 3.781781 2.686985 -0.010 -0.096 -0.156
H 2.435916 1.256607 -1.032779 0.223 -0.333 -0.040
H -1.916823 -0.444014 1.488411 0.151 -0.596 0.054
C -1.987210 -0.332474 -3.672253 -5.419 0.969 -0.224
H -2.581933 -1.218109 -3.928526 0.293 -0.108 0.605
H -2.256992 0.359296 -4.474833 0.374 0.436 0.341
H -2.235094 0.059559 -2.660911 -0.287 -0.347 -0.942
O -0.158515 0.306965 -1.027352 -1.404 0.472 -2.898
H -0.125216 -0.308928 -2.739229 -1.133 0.021 0.271
H -0.831483 0.982939 -1.189059 0.275 -0.144 0.481
N 2.381602 -1.776554 3.624326 0.368 -0.538 0.486
C 1.932195 -1.668577 2.372013 -0.090 0.711 0.196
N 1.575424 -0.424167 2.125511 -0.191 0.233 -0.430
C 1.793621 0.346849 3.248376 0.079 0.086 -0.039
C 1.614226 1.720753 3.462727 0.248 -0.235 0.654
C 1.970589 2.218811 4.720359 -0.134 -0.416 -0.657
C 2.500735 1.344405 5.684719 0.245 -0.823 0.323
C 2.686424 -0.033322 5.447311 -0.007 0.551 0.451
C 2.304673 -0.502105 4.209990 0.374 -0.292 0.367
H 2.744498 -2.650476 4.031392 -0.354 0.966 -0.230
H 1.832875 -2.454742 1.636053 0.142 -0.041 0.292
H 1.234444 2.335872 2.659348 0.210 0.030 0.492
H 1.848257 3.286728 4.943263 0.101 -0.583 -0.058
H 2.782373 1.747949 6.652748 -0.021 -0.092 -0.129
H 3.103718 -0.764613 6.142865 -0.071 0.674 0.201
```
Forces are in eV/Å.

As for the charge: +1. The electronic energy is -44827.17342 eV. As for the frontier orbital gap (spin up / spin down): 5.08 / 5.08 eV. The max |F| is 6.91 eV/A.